# 1
Molecular formula: C28H33CoGeN4
Method: DFT, ωB97M-V/def2-TZVPD

Results
spin multiplicity: 2
HOMO energy (alpha / beta): -16.1977 / -16.1934 eV
LUMO level (alpha / beta): -10.12 / -10.24 eV
total charge: +3

Geometry (Å):
Ge 1.0162 -0.6842 -3.3053
Co -0.0162 -0.0642 -0.1374
N 0.5469 -0.3222 1.6674
N 1.1928 1.5344 -0.0696
N -1.3188 -1.5246 0.2609
N -1.5699 1.2138 -0.1290
C 3.7852 2.3816 -2.9198
C -0.5118 0.1763 -6.1377
C 1.3976 0.5627 2.1996
C 0.0852 -1.2694 3.7772
C -2.6375 0.5162 0.6313
C 1.8049 3.3799 -3.8837
C 1.8113 -1.8508 -1.9686
C -1.1784 -0.7014 -5.2630
C 0.9853 -0.3739 4.3460
C -2.5018 -1.1068 -5.5921
C -3.1481 -2.0825 -4.8021
C 1.8548 1.0139 -3.4144
C -2.6815 -0.9130 0.1334
C 3.1624 1.1436 -2.9161
C -3.1319 -0.5753 -6.7420
C -2.4682 0.3012 -7.5532
C -0.5762 -1.2699 -4.0884
C -2.5287 -2.6740 -3.7236
C 1.1799 2.1434 -3.9014
C -1.1413 0.6649 -7.2543
C -0.1174 -1.2127 2.4127
C -1.2427 -2.2685 -3.3719
C -1.0346 -2.1056 1.6204
C 2.0242 1.4759 1.1799
C 3.1046 3.4968 -3.4007
C 1.6475 0.5617 3.5573
C 0.3028 2.7372 -0.1562
C -1.0298 2.4444 0.5017
H -0.6052 1.3206 -7.9277
H 3.5968 4.4605 -3.4142
H -3.6063 1.0047 0.5196
H -2.9417 -0.9324 -0.9278
H 1.3642 -2.8419 -1.9657
H 0.7859 3.6088 0.2864
H 1.8432 1.6034 -0.8510
H 1.2903 4.2511 -4.2671
H 2.1826 2.4773 1.5818
H -0.5505 -3.0742 1.4808
H -4.1471 -2.3942 -5.0837
H -4.1394 -0.8923 -6.9801
H -3.4247 -1.5044 0.6693
H 4.8047 2.4762 -2.5702
H 2.3348 1.2724 3.9958
H -2.3692 0.5525 1.6890
H -1.9675 -2.2899 2.1544
H 1.1608 -0.3962 5.4137
H 0.1542 2.9449 -1.2181
H 3.7089 0.2792 -2.5563
H -1.2893 -2.2988 -0.3958
H -0.9082 2.2441 1.5676
H -3.0211 -3.4659 -3.1756
H 3.0062 1.0810 0.9095
H -0.4464 -1.9862 4.3885
H 0.1789 2.0581 -4.3077
H 2.8740 -1.9663 -2.1970
H -2.9472 0.6957 -8.4386
H -1.9253 1.4478 -1.0550
H -1.7124 3.2893 0.3991
H 1.7927 -1.4467 -0.9462
H -0.7465 -2.7691 -2.5474
H 0.5283 0.4289 -5.9657

Forces on the atoms, in the same order (eV/Å):
0.06 -0.13 -0.04
-0.11 0.23 0.32
0.01 -0.08 -0.12
-0.02 -0.03 0.00
0.01 -0.02 0.00
0.06 -0.05 -0.10
0.00 -0.01 0.01
0.03 0.01 -0.02
0.02 0.02 0.01
0.01 0.01 0.01
0.01 -0.02 0.01
-0.01 0.00 0.00
0.05 -0.03 0.05
-0.05 -0.04 0.03
-0.01 -0.01 0.00
0.04 -0.02 0.02
0.01 0.01 0.01
-0.07 -0.05 0.04
0.01 0.01 -0.02
0.00 0.01 0.00
-0.01 0.01 -0.02
-0.02 -0.01 0.01
0.01 0.11 -0.02
-0.03 -0.01 0.02
0.02 0.01 0.01
0.02 -0.01 0.03
0.01 0.00 -0.01
0.03 0.01 -0.04
0.01 0.00 -0.01
0.00 0.00 -0.01
0.00 0.01 0.00
0.00 0.00 -0.02
-0.02 -0.01 -0.02
0.01 0.00 0.00
-0.01 0.00 0.00
0.00 0.00 0.00
0.00 0.00 -0.01
0.00 0.00 0.00
0.00 0.00 -0.02
-0.01 0.00 0.01
-0.01 -0.04 -0.01
0.00 0.00 0.00
-0.01 0.00 0.00
-0.01 0.00 0.01
0.00 0.00 -0.01
0.00 0.00 0.00
0.00 0.01 0.01
0.00 0.00 0.00
0.00 0.00 0.00
0.00 0.00 0.00
0.00 0.00 0.00
0.00 0.00 0.00
0.02 0.00 0.00
0.01 0.00 0.00
0.01 0.01 0.00
0.00 0.00 0.00
-0.01 0.01 0.00
0.00 0.00 0.00
0.00 0.00 0.00
0.00 -0.01 0.00
-0.01 0.00 -0.06
0.01 0.00 0.00
-0.04 0.02 0.02
0.00 0.00 0.00
-0.04 0.05 -0.05
0.02 0.00 -0.01
0.00 0.00 0.00

=====

# 2
Molecular formula: C28H33F2N4
Method: DFT, ωB97M-V/def2-TZVPD

Results
HOMO energy: -10.4390 eV
LUMO level: -2.54 eV
total charge: +1
SMILES: CCN1CCN2CCN(CC)c3c[n+](C(c4ccc(C)c(F)c4)c4ccc(C)c(F)c4)cc1c32

Geometry (Å):
F 4.8949 -2.4814 -1.4352
F 3.4776 -4.1753 3.2204
N -2.4192 3.2716 -0.4612
N -0.3463 -0.3259 -0.1519
N -0.0987 3.1322 1.0410
N -3.3208 1.0628 -1.8588
C -3.1442 -0.0676 -4.0741
C 0.1849 -1.6500 2.8604
C 3.1216 -2.2890 -3.0093
C 0.8638 -1.9542 -2.1107
C -1.4507 -0.2622 -0.9171
C 1.7087 -2.1964 -3.2171
C 0.3442 -1.7328 0.2887
C -4.2609 2.1120 -1.5631
C 0.9252 -1.9448 1.6916
C 1.3555 -1.7648 -0.7982
C 2.4697 -3.2010 3.1470
C 2.0947 -2.7421 1.8822
C -1.7938 2.0800 -0.3056
C -2.2007 0.9245 -1.0709
C 1.7260 -2.9513 4.2879
C 0.1471 0.7867 0.4373
C 2.1453 -3.5956 5.5576
C 3.6009 -2.0181 -1.7149
C -0.5997 2.0047 0.4512
C 0.5392 -2.1962 4.1141
C -3.8446 -0.0054 -2.7395
C 2.7801 -1.6071 -0.6601
C -3.6651 3.4147 -1.1548
C 1.1714 2.2318 2.9366
C -0.5354 4.4348 0.5581
C 4.0179 -2.7583 -4.1032
C 1.2389 3.0491 1.6767
C -1.9991 4.4612 0.2422
H -3.4878 4.0153 -2.0381
H 2.3754 -4.6826 5.4478
H 0.0153 4.6853 -0.3599
H -0.7424 -1.0400 2.7653
H -3.8240 -0.9625 -2.2134
H 1.3044 -2.4576 -4.1919
H 0.8715 1.2047 2.7522
H 3.2503 -1.2486 0.3016
H 1.3418 -3.4578 6.2965
H 2.1410 2.2141 3.4270
H 3.4586 -2.7568 -5.0463
H 0.4301 2.6740 3.6000
H -0.2589 5.1945 1.2859
H -2.0865 -0.2893 -3.9550
H -2.5667 4.5198 1.1802
H -4.8975 0.2406 -2.8992
H -0.1567 -2.1343 4.9656
H -4.9082 1.7679 -0.7436
H 1.5856 4.0647 1.8630
H -4.9071 2.2039 -2.4180
H 1.9407 2.6122 0.9634
H 4.8417 -2.0379 -4.1846
H -4.3509 3.9173 -0.4709
H -2.2292 5.3171 -0.4090
H -1.8118 -1.2085 -1.3763
H -0.7109 -2.3500 0.1021
H -3.6042 -0.8438 -4.6799
H 2.6273 -3.0970 1.0055
H -3.2427 0.8970 -4.5726
H 3.0602 -3.0983 5.9441
H -0.1996 -1.8844 -2.3149
H 4.4718 -3.7651 -3.9767
H 1.1407 0.7395 0.9026

Forces on the atoms, in the same order (eV/Å):
-1.50 1.53 -0.29
-1.18 1.80 -0.15
0.41 -0.63 0.21
0.49 0.78 2.39
0.38 0.36 0.83
0.56 -0.47 -0.86
0.07 0.08 0.07
-0.40 -0.12 0.00
-1.32 -0.33 0.69
1.02 -0.34 -0.76
-1.48 -0.36 -0.18
1.07 0.18 1.73
-2.61 0.84 -1.29
-0.72 -1.11 1.07
-0.15 -0.23 1.26
1.75 -0.64 -2.19
0.09 -1.00 -0.97
-0.65 -0.04 -0.33
0.32 -0.53 -0.75
0.57 0.06 0.86
-0.54 0.06 -0.73
-0.83 1.02 -0.01
0.06 -0.19 0.97
0.13 -1.20 -0.40
1.05 -1.34 -0.79
0.39 0.04 -0.39
0.08 0.41 0.75
-0.54 -0.14 0.84
0.16 0.29 -0.32
0.02 0.13 0.49
1.05 -0.22 -0.76
0.55 0.04 -0.47
-0.78 0.04 -0.72
-0.40 -0.06 0.57
-0.08 0.46 -0.19
-0.23 0.89 -0.02
0.05 0.02 -0.02
0.70 -0.64 0.17
0.00 -0.08 -0.02
0.02 0.26 0.16
0.00 -0.03 0.12
-0.56 -0.81 -1.26
0.39 -0.19 -0.07
0.06 0.01 0.13
0.23 -0.02 0.17
0.08 -0.02 0.18
-0.23 -0.02 0.13
0.14 -0.03 -0.06
-0.10 0.30 -0.14
0.10 -0.20 0.08
0.49 0.31 -0.45
-0.11 0.00 0.04
-0.12 -0.02 0.10
-0.17 0.44 -0.34
0.19 0.03 -0.13
-0.02 -0.29 -0.19
-0.20 0.22 -0.25
0.04 -0.11 0.38
0.35 0.91 0.54
3.33 0.73 0.48
0.04 -0.03 -0.18
0.00 -0.15 0.50
0.05 -0.09 -0.13
-0.49 -0.35 -0.16
0.18 -0.45 0.16
-0.42 0.63 0.24
-0.80 -0.36 -0.31

=====

# 3
Molecular formula: C28H33GeMoN5O9Se
Method: DFT, ωB97M-V/def2-TZVPD

Results
spin multiplicity: 3
HOMO energy (alpha / beta): -7.7985 / -8.5102 eV
LUMO level (alpha / beta): -0.50 / -0.67 eV

Geometry (Å):
Mo 0.7316 -0.0796 -0.1612
Se -1.0234 2.0179 -0.4318
Ge -3.8388 2.4333 -2.0322
O 0.8716 -5.5782 5.5294
O 4.2032 -2.5580 3.9476
O 0.8035 -1.9892 -0.9440
O -2.4005 -2.2555 1.5246
O 1.6658 -1.1506 1.2604
O -1.0183 -0.7821 0.6458
O 4.0746 -1.9503 1.8902
O 1.1479 1.3241 1.2910
O -1.1656 -5.3600 4.8680
N 0.0135 -5.0693 4.8339
N 2.5902 0.7418 -0.9776
N 1.8487 3.9555 -0.9475
N 0.3911 0.1777 -2.3163
N 3.5821 -2.3729 2.9153
C 2.3899 1.5494 3.2712
C 2.1461 -2.7117 2.9309
C -1.8626 -2.4761 -3.3968
C -0.1338 -2.4551 2.1632
C -2.2926 -3.7322 -3.0538
C 3.5517 1.2318 1.1821
C 1.2561 1.2018 -2.8945
C -3.0070 2.8328 -3.7541
C 2.3329 1.3502 1.8829
C 4.8086 1.4971 3.2318
C 4.7711 1.3294 1.8680
C -0.2754 -0.6066 -3.0891
C -0.1962 -2.5228 -1.5995
C -1.6550 -4.4019 -1.9973
C 0.4326 -4.0335 3.8843
C 3.6006 1.6062 3.9257
C 1.7647 -3.6696 3.8444
C 1.2293 -2.0681 2.0575
C -2.6313 1.1712 -1.1266
C -1.2718 -1.8241 1.3922
C -5.5595 1.5518 -2.2711
C 3.5836 1.1026 -0.2531
C -0.5073 -3.4374 3.0654
C -4.0333 4.0647 -0.9804
C -1.6576 2.1814 1.3890
C -0.8399 -1.8506 -2.6629
C 2.6590 0.8571 -2.4299
C -0.6194 -3.8334 -1.2984
H -4.6629 3.8961 -0.1063
H 5.6936 1.2380 1.3068
H -0.3552 -0.3367 -4.1447
H 1.2923 4.7733 -0.7254
H -1.9803 3.1761 -3.6114
H -2.9890 1.9434 -4.3858
H -2.3178 -1.9473 -4.2268
H -1.5486 -3.7174 3.1206
H 2.7415 4.3052 -1.2779
H -0.8153 2.5009 1.9937
H 3.6163 1.7333 5.0011
H -6.2500 2.1845 -2.8287
H 1.4537 1.6269 3.8085
H -0.1271 -4.3536 -0.4878
H 2.0116 3.4610 -0.0758
H -1.9876 -5.3965 -1.7271
H -3.0914 0.6341 -0.2979
H -2.0109 1.2039 1.7056
H 3.3682 1.6360 -2.7185
H -3.1006 -4.2068 -3.5918
H 1.1866 1.1917 -3.9855
H -3.5490 3.6141 -4.2870
H -3.0612 4.4270 -0.6427
H 2.4906 -4.1238 4.4991
H -2.4527 2.9238 1.3948
H -4.4935 4.8500 -1.5806
H -5.4395 0.6147 -2.8152
H 2.9729 -0.1004 -2.8554
H -2.3020 0.4121 -1.8341
H 4.5170 1.3787 -0.7493
H -6.0071 1.3244 -1.3037
H 5.7508 1.5372 3.7587
H 0.9859 2.1871 -2.5065

Forces on the atoms, in the same order (eV/Å):
-0.45 -0.43 0.47
0.05 -0.18 -0.06
0.02 -0.02 -0.01
0.01 -0.01 0.02
-0.03 0.01 0.02
-0.10 0.18 0.02
0.09 0.01 -0.01
0.06 0.41 -0.28
0.42 0.26 -0.10
0.00 -0.08 0.01
0.05 -0.05 -0.31
-0.01 -0.01 0.01
0.00 0.06 -0.08
-0.14 -0.19 0.29
0.04 0.09 -0.10
0.10 -0.05 0.12
-0.10 0.07 -0.06
-0.01 -0.03 -0.12
0.15 -0.11 0.09
-0.02 -0.06 0.04
-0.05 -0.05 0.01
0.03 0.05 0.00
0.08 0.04 -0.10
-0.14 0.06 -0.19
0.05 0.05 -0.05
-0.05 0.04 0.22
-0.05 0.00 -0.05
0.00 -0.02 0.07
0.03 0.09 0.06
-0.04 -0.14 0.05
-0.03 -0.08 0.01
0.05 -0.09 0.11
0.05 0.01 0.07
-0.12 0.08 -0.16
-0.06 -0.11 0.00
-0.01 -0.06 0.03
-0.09 -0.04 0.06
-0.05 -0.05 -0.02
-0.07 0.02 -0.03
0.11 0.06 -0.05
0.01 0.05 0.06
0.01 0.09 -0.03
0.01 0.09 -0.07
0.22 0.03 -0.01
-0.01 0.11 -0.07
0.00 -0.02 0.01
0.00 0.01 -0.02
0.00 -0.01 0.00
-0.06 -0.04 0.01
0.00 0.00 0.01
0.00 -0.02 0.01
0.01 0.02 -0.01
-0.01 0.00 0.01
0.05 -0.02 0.09
-0.03 0.01 0.00
-0.02 0.00 0.00
0.00 0.02 0.00
0.00 0.01 0.01
0.01 -0.01 0.01
0.00 -0.01 0.01
0.00 0.00 0.00
0.04 0.01 0.03
0.01 -0.01 0.00
0.00 -0.04 -0.05
0.00 0.00 -0.01
0.01 0.05 0.02
-0.02 0.00 0.01
0.01 0.01 -0.02
0.02 -0.01 0.02
-0.02 -0.03 0.04
-0.01 -0.01 -0.01
0.01 0.00 -0.01
-0.03 0.01 0.00
-0.01 -0.01 -0.04
-0.01 0.03 0.00
0.00 0.01 0.01
0.01 0.00 0.00
0.04 -0.03 -0.02

=====

# 4
Molecular formula: C28H33HgN6S
Method: DFT, ωB97M-V/def2-TZVPD

Results
spin multiplicity: 2
HOMO energy (alpha / beta): -7.3208 / -7.2753 eV
LUMO level (alpha / beta): -0.16 / -1.23 eV

Geometry (Å):
Hg 1.6544 -0.2293 0.3653
S 3.3950 0.9105 1.5162
N 0.2952 -1.4765 -0.6281
N -0.1590 1.2732 -1.2365
N 3.8505 1.0584 4.0758
N 1.6606 0.6467 3.7069
N -0.8395 0.0814 0.7316
N 0.7021 0.4107 2.7664
C -1.6009 -2.3936 0.5590
C 1.6262 -4.9444 -0.7913
C 1.8784 -3.3011 1.0580
C 1.2909 4.6668 -0.8521
C -1.4775 0.1790 1.9879
C -1.0435 0.5298 4.5112
C -3.7176 -0.1194 0.9462
C 1.3490 -3.6739 -0.3012
C 0.6787 1.6186 -3.8010
C -0.5316 0.3679 3.1148
C 0.1356 -3.1974 -2.3459
C 0.5863 -2.7782 -1.0803
C 1.1607 -5.3591 -2.0273
C 2.8434 0.8399 3.1964
C -1.0330 -1.1554 -0.1146
C 0.6714 3.4887 -0.4582
C -1.3143 0.9892 -0.4160
C 1.6591 4.8910 -2.1670
C -3.4072 -0.3056 -0.3472
C -0.6392 -2.2613 -3.2263
C 1.4572 3.9017 -3.1219
C -2.0343 -0.2719 -0.9723
C 0.8708 2.6996 -2.7795
C 0.4184 -4.4812 -2.7956
C -2.1832 2.2097 -0.1278
C -2.8164 0.1042 2.0836
C 0.4065 2.4997 -1.4431
C 0.4372 3.2701 1.0103
H -4.7697 -0.1588 1.2028
H 1.7746 4.0624 -4.1449
H -1.7108 -0.2928 4.7727
H 2.2063 -5.6257 -0.1801
H -0.3088 3.9684 1.3968
H -1.6739 -3.1861 -0.1871
H -0.2798 -1.2404 -3.0972
H -3.2801 0.1921 3.0589
H -0.2112 0.5564 5.2086
H 1.1801 1.8819 -4.7316
H 1.1394 -2.7706 1.6618
H 1.5114 5.4121 -0.0971
H -0.9041 -2.7346 1.3252
H -0.5423 -2.5509 -4.2726
H -2.3409 2.3671 0.9372
H -3.1620 2.0922 -0.5867
H 2.1830 -4.1950 1.6014
H 4.7578 1.3293 3.7460
H -0.3785 1.4523 -4.0124
H 2.7603 -2.6558 0.9870
H 3.6083 1.1860 5.0431
H 1.0715 0.6690 -3.4334
H 1.3696 3.4375 1.5526
H -2.5747 -2.2593 1.0044
H 0.1174 2.2600 1.2433
H -2.0586 -0.3955 -2.0503
H -1.6126 1.4572 4.6042
H -4.2394 -0.4695 -1.0229
H 0.0624 -4.7859 -3.7730
H 2.1341 5.8229 -2.4441
H -1.7328 3.1090 -0.5380
H -1.7053 -2.2680 -2.9826
H 1.3789 -6.3551 -2.3884

Forces on the atoms, in the same order (eV/Å):
0.05 -0.23 0.13
-0.11 -0.06 -0.14
0.15 0.39 0.06
-0.08 0.16 -0.42
0.03 0.02 0.04
0.00 -0.06 -0.06
0.04 0.35 -0.33
0.02 -0.02 0.11
0.01 0.03 0.03
0.00 -0.02 0.00
0.01 0.03 0.00
-0.02 -0.02 0.04
0.03 -0.16 -0.03
0.05 0.02 0.02
-0.02 -0.03 0.02
-0.03 0.06 -0.04
0.03 -0.02 -0.02
0.00 0.04 -0.02
0.00 0.02 0.04
0.12 -0.10 -0.02
0.01 -0.01 0.02
-0.10 -0.02 0.05
-0.15 0.05 0.04
0.05 0.08 -0.01
0.04 -0.11 0.13
0.01 0.04 -0.01
0.01 -0.13 -0.01
-0.01 0.01 -0.03
-0.02 -0.06 -0.03
-0.04 -0.11 0.09
0.02 0.04 0.02
0.02 -0.01 -0.01
-0.01 0.11 0.01
0.05 -0.04 0.02
0.01 -0.40 0.21
-0.04 0.00 0.00
-0.02 0.01 0.01
0.01 0.00 0.00
0.00 -0.01 -0.01
0.01 -0.01 0.01
0.00 0.00 0.01
-0.02 0.01 0.00
-0.01 0.02 0.00
0.00 0.00 0.01
-0.01 0.00 0.00
0.00 0.00 0.00
0.05 -0.03 0.00
0.00 0.01 0.01
-0.04 0.00 0.00
0.00 -0.01 -0.01
-0.02 0.00 0.01
0.01 0.03 0.01
0.00 0.00 0.01
-0.01 -0.01 0.00
-0.02 0.00 0.00
0.02 -0.02 0.01
0.01 0.02 0.00
0.00 0.03 0.01
-0.02 0.02 0.01
-0.10 0.04 0.05
0.01 0.04 -0.02
-0.02 0.06 0.01
-0.01 0.01 0.00
0.00 0.00 -0.01
-0.01 0.00 -0.01
0.00 0.01 0.00
0.02 0.00 0.03
0.01 -0.03 -0.01
0.01 -0.02 -0.01

=====

no.,F_max (eV/A)
1,0.4
2,3.4
3,0.8
4,0.5